No. 1
Here is a gas-phase ion, C22H29N2O4 (charge +1) in a non-equilibrium geometry from the OMol25 dataset. Energies are from ωB97M-V/def2-TZVPD.

Each line ends with the natural charge from an NBO analysis.
Positions of all 57 atoms, in Å:
O  -1.895  -1.682  -1.734  -0.742
C  -2.242  -0.323  -2.003  0.058
C  -0.936  0.479  -1.992  -0.083
O  -1.245  1.842  -2.095  -0.537
C  -0.104  2.687  -2.003  -0.086
C  0.437  2.741  -0.595  -0.073
C  -0.259  3.450  0.378  -0.163
C  0.192  3.477  1.686  -0.226
C  1.346  2.794  2.035  -0.212
C  2.045  2.085  1.073  -0.212
C  1.590  2.053  -0.236  -0.227
C  -3.295  0.199  -0.988  -0.233
N  -3.098  -0.137  0.393  -0.465
C  -2.136  0.533  1.212  -0.234
C  -0.906  -0.374  1.501  -0.262
N  -1.134  -1.708  0.909  -0.430
C  0.034  -2.608  1.085  -0.226
C  1.244  -2.071  0.367  -0.086
C  1.290  -2.113  -1.019  -0.211
C  2.377  -1.616  -1.733  -0.255
C  3.417  -1.087  -1.005  0.248
C  3.379  -1.049  0.396  0.309
C  2.304  -1.525  1.102  -0.273
O  4.517  -0.471  0.860  -0.483
C  5.301  -0.170  -0.280  0.230
O  4.576  -0.537  -1.439  -0.462
C  -2.395  -2.269  1.430  -0.240
C  -3.572  -1.366  0.959  -0.218
H  -2.613  -2.251  -2.034  0.500
H  -2.677  -0.234  -3.003  0.194
H  -0.367  0.275  -1.074  0.165
H  -0.312  0.155  -2.839  0.187
H  -0.463  3.671  -2.312  0.213
H  0.671  2.349  -2.704  0.181
H  -1.151  3.991  0.099  0.213
H  -0.349  4.040  2.430  0.224
H  1.707  2.825  3.051  0.224
H  2.951  1.565  1.345  0.221
H  2.142  1.507  -0.989  0.217
H  -4.276  -0.180  -1.283  0.206
H  -3.312  1.286  -1.092  0.238
H  -2.608  0.804  2.165  0.200
H  -1.820  1.452  0.722  0.247
H  -0.759  -0.499  2.575  0.218
H  0.009  0.047  1.081  0.257
H  -1.296  -1.595  -0.126  0.514
H  0.235  -2.714  2.153  0.226
H  -0.236  -3.586  0.679  0.231
H  0.467  -2.543  -1.569  0.228
H  2.413  -1.653  -2.808  0.242
H  2.293  -1.490  2.179  0.232
H  5.517  0.908  -0.306  0.172
H  6.245  -0.733  -0.240  0.175
H  -2.337  -2.304  2.520  0.222
H  -2.511  -3.288  1.059  0.226
H  -4.209  -1.148  1.827  0.204
H  -4.185  -1.891  0.227  0.216

LUMO ... -0.084 Ha
Charge ... +1

---

No. 2
Here is C22H29N3O3 in the gas phase from the OMol25 dataset. Energies are from ωB97M-V/def2-TZVPD.

Each line ends with the natural charge from an NBO analysis.
Positions of all 57 atoms, in Å:
C  -2.366  -0.414  -2.728  -0.617
C  -3.094  -1.430  -1.851  0.105
C  -3.947  -2.368  -2.708  -0.638
O  -3.868  -0.680  -0.932  -0.564
C  -4.504  -1.427  0.085  -0.071
C  -4.846  -0.482  1.238  -0.429
C  -3.645  -0.221  2.152  -0.217
N  -2.460  0.226  1.447  -0.423
C  -2.536  1.506  0.802  -0.313
C  -1.231  2.108  0.316  0.696
O  -1.233  3.283  -0.006  -0.640
N  -0.155  1.301  0.239  -0.440
C  -0.227  -0.130  0.489  -0.109
C  0.975  -0.604  1.330  -0.404
C  2.198  -0.251  0.566  -0.116
C  2.189  0.838  -0.253  0.168
N  3.395  0.941  -0.899  -0.527
C  4.194  -0.098  -0.505  0.121
C  5.490  -0.426  -0.879  -0.230
C  6.052  -1.550  -0.312  -0.219
C  5.345  -2.334  0.605  -0.235
C  4.060  -2.015  0.980  -0.215
C  3.466  -0.883  0.424  -0.019
C  1.092  1.852  -0.357  0.122
C  1.549  3.082  0.446  -0.613
C  0.834  2.218  -1.824  -0.624
C  -1.476  -0.648  1.198  0.694
O  -1.512  -1.811  1.560  -0.647
H  -3.087  0.136  -3.326  0.213
H  -1.668  -0.921  -3.389  0.212
H  -1.824  0.296  -2.110  0.205
H  -2.361  -2.032  -1.287  0.169
H  -4.736  -1.804  -3.199  0.210
H  -3.324  -2.838  -3.465  0.215
H  -4.397  -3.150  -2.101  0.212
H  -3.840  -2.227  0.440  0.189
H  -5.426  -1.882  -0.303  0.171
H  -5.641  -0.922  1.841  0.219
H  -5.214  0.452  0.812  0.211
H  -3.367  -1.147  2.661  0.240
H  -3.908  0.536  2.898  0.198
H  -2.985  2.232  1.490  0.227
H  -3.190  1.439  -0.081  0.240
H  -0.173  -0.658  -0.477  0.216
H  0.890  -1.678  1.492  0.249
H  0.955  -0.108  2.306  0.214
H  3.655  1.659  -1.552  0.413
H  6.037  0.179  -1.587  0.210
H  7.059  -1.833  -0.579  0.211
H  5.824  -3.207  1.023  0.211
H  3.518  -2.624  1.689  0.214
H  0.824  3.884  0.359  0.251
H  2.509  3.426  0.069  0.204
H  1.663  2.815  1.494  0.216
H  0.013  2.926  -1.887  0.249
H  1.715  2.679  -2.260  0.201
H  0.584  1.327  -2.398  0.212

LUMO ... 0.026 Ha

---

No. 3
Here is C22H29N3O4S in the gas phase in a non-equilibrium geometry from the OMol25 dataset. Energies are from ωB97M-V/def2-TZVPD.

Each line ends with the natural charge from an NBO analysis.
Positions of all 59 atoms, in Å:
C  2.508  -1.937  -2.894  -0.638
C  1.050  -2.298  -2.583  -0.204
N  0.850  -3.427  -1.694  -0.474
C  1.316  -4.686  -2.246  -0.206
C  0.597  -5.884  -1.635  -0.613
C  1.253  -3.203  -0.314  -0.228
C  0.077  -3.391  0.652  -0.396
C  -0.975  -2.287  0.528  -0.226
N  -0.531  -1.042  1.114  -0.397
C  -0.457  -0.824  2.437  0.609
O  -0.691  -1.585  3.360  -0.635
C  -0.002  0.583  2.619  0.290
O  0.204  1.026  3.859  -0.640
C  0.163  1.158  1.412  -0.210
C  0.687  2.473  1.019  0.592
O  1.335  2.605  -0.008  -0.561
C  0.396  3.593  1.899  -0.392
S  -0.906  3.585  3.048  0.415
C  -0.470  5.217  3.489  0.112
C  -1.216  5.961  4.528  -0.662
N  0.540  5.686  2.842  -0.462
C  1.041  4.816  1.937  0.233
C  2.195  5.221  1.098  -0.646
C  -0.171  0.139  0.349  -0.079
C  -1.287  0.608  -0.529  0.252
C  -2.376  1.384  -0.267  -0.286
C  -3.094  1.475  -1.485  -0.320
C  -2.395  0.747  -2.402  0.304
C  -2.637  0.467  -3.841  -0.654
O  -1.297  0.216  -1.823  -0.414
H  2.539  -1.046  -3.517  0.216
H  3.062  -1.734  -1.980  0.202
H  3.003  -2.747  -3.424  0.203
H  0.534  -2.528  -3.520  0.190
H  0.551  -1.432  -2.144  0.198
H  2.404  -4.819  -2.114  0.161
H  1.110  -4.669  -3.320  0.194
H  0.863  -6.012  -0.590  0.201
H  -0.479  -5.750  -1.712  0.209
H  0.875  -6.789  -2.171  0.210
H  1.648  -2.191  -0.190  0.189
H  2.055  -3.897  -0.030  0.190
H  -0.408  -4.343  0.446  0.211
H  0.444  -3.408  1.680  0.215
H  -1.212  -2.116  -0.522  0.223
H  -1.882  -2.597  1.058  0.219
H  -0.009  0.283  4.456  0.511
H  -1.121  5.460  5.491  0.234
H  -0.815  6.967  4.605  0.244
H  -2.274  6.007  4.277  0.232
H  1.832  5.718  0.198  0.235
H  2.817  5.921  1.650  0.227
H  2.768  4.352  0.788  0.242
H  0.703  -0.057  -0.287  0.239
H  -2.628  1.836  0.670  0.231
H  -4.004  2.013  -1.652  0.227
H  -2.696  -0.606  -4.013  0.226
H  -3.567  0.932  -4.153  0.229
H  -1.820  0.860  -4.445  0.227

LUMO ... -0.008 Ha

---

No. 4
Here is C22H29N3O5S in the gas phase in a non-equilibrium geometry from the OMol25 dataset. Energies are from ωB97M-V/def2-TZVPD.

Each line ends with the natural charge from an NBO analysis.
Positions of all 60 atoms, in Å:
C  5.972  -3.159  -1.911  -0.243
O  5.269  -2.260  -1.095  -0.555
C  4.786  -2.846  0.093  -0.054
C  3.947  -1.813  0.838  -0.442
C  2.663  -1.491  0.058  -0.233
N  2.125  -0.184  0.327  -0.687
C  1.672  0.144  1.657  -0.314
C  0.180  -0.209  1.816  0.666
O  -0.209  -0.994  2.656  -0.615
N  -0.570  0.451  0.912  -0.611
C  -1.945  0.362  0.672  0.118
C  -2.801  -0.446  1.410  -0.233
C  -4.151  -0.481  1.119  -0.213
C  -4.691  0.279  0.080  0.148
N  -6.036  0.214  -0.284  -0.443
C  -6.776  1.449  -0.460  -0.239
C  -7.976  1.185  -1.370  -0.073
O  -8.811  0.189  -0.828  -0.522
C  -8.092  -1.007  -0.640  -0.070
C  -6.885  -0.812  0.284  -0.246
C  -3.816  1.081  -0.661  -0.236
C  -2.472  1.125  -0.368  -0.210
S  2.406  1.044  -0.743  2.330
O  2.456  0.483  -2.058  -0.924
O  1.408  2.048  -0.467  -0.969
C  4.012  1.707  -0.316  -0.263
C  4.096  2.821  0.496  -0.210
C  5.344  3.296  0.864  -0.213
C  6.487  2.651  0.418  -0.191
C  6.388  1.535  -0.400  -0.198
C  5.143  1.055  -0.771  -0.227
H  6.857  -3.556  -1.396  0.166
H  5.337  -4.000  -2.216  0.169
H  6.284  -2.603  -2.792  0.196
H  5.631  -3.173  0.719  0.172
H  4.174  -3.730  -0.143  0.165
H  4.542  -0.904  0.949  0.217
H  3.710  -2.200  1.830  0.215
H  1.896  -2.243  0.272  0.208
H  2.876  -1.500  -1.011  0.247
H  1.798  1.219  1.807  0.233
H  2.248  -0.394  2.413  0.225
H  -0.067  1.085  0.293  0.432
H  -2.408  -1.038  2.219  0.249
H  -4.788  -1.104  1.727  0.206
H  -6.139  2.214  -0.900  0.212
H  -7.146  1.816  0.512  0.176
H  -8.592  2.080  -1.471  0.193
H  -7.618  0.872  -2.363  0.165
H  -8.795  -1.721  -0.207  0.193
H  -7.739  -1.384  -1.612  0.165
H  -6.334  -1.751  0.339  0.215
H  -7.242  -0.536  1.290  0.175
H  -4.191  1.662  -1.490  0.211
H  -1.809  1.747  -0.953  0.215
H  3.188  3.310  0.810  0.238
H  5.425  4.168  1.495  0.221
H  7.459  3.022  0.705  0.218
H  7.280  1.037  -0.748  0.220
H  5.038  0.187  -1.402  0.256

LUMO ... 0.023 Ha

---

Gap between HOMO and LUMO across the listed records, respectively: 0.322 0.314 0.298 0.292 hartree.
ΔE to the lowest compared entry with this formula, charge and spin across the listed records, respectively: 142.8 0.0 156.6 236.4 kJ/mol.
Electronic energy across the listed records, respectively: -34448.06721 -33899.22256 -46780.33600 -48827.00156 eV.